# 1
This record from OMol25 describes a 2-piece molecular cluster, C4H8O4 overall at a distorted geometry. The level of theory is ωB97M-V/def2-TZVPD.

- Lowest unoccupied orbital energy: 0.7 eV
- HOMO level: -10.2 eV
- F_max: 5.595 eV/Å
- Structure (SMILES): CC(=O)O.CC(=O)O

Cartesian coordinates (Å):
C1 0.2368 -0.7617 -1.7630
C2 0.2832 -1.8255 -2.8655
C3 -0.1125 1.0243 1.6680
C4 -0.3731 1.6078 2.9350
H1 -1.0000 0.4274 -0.8774
H2 1.2124 -2.4323 -2.4396
H3 -0.7232 -2.4685 -2.9507
H4 0.6638 -1.1882 -3.8765
H5 0.8133 -0.2611 0.6238
H6 -1.1198 2.3788 2.7463
H7 -0.6293 0.7157 3.6208
H8 0.6261 2.0244 3.4807
O1 1.0401 -0.5444 -0.8653
O2 -0.8678 -0.0055 -1.7045
O3 -1.0857 0.8241 0.8534
O4 1.0356 0.4844 1.4146

---

# 2
This record from OMol25 describes a 2-piece molecular cluster, C4H8O4 overall at a distorted geometry. The level of theory is ωB97M-V/def2-TZVPD.

- Lowest unoccupied orbital energy: 0.6 eV
- HOMO level: -10.4 eV
- F_max: 9.759 eV/Å
- Structure (SMILES): CC(=O)O.CC(=O)O

Cartesian coordinates (Å):
C1 2.4518 0.2016 -0.0592
C2 4.0474 0.0673 0.0492
C3 -2.5849 -0.0203 -0.0046
C4 -3.9997 -0.2235 0.0971
H1 1.0967 -1.2132 0.0172
H2 4.5296 0.9969 0.7701
H3 4.3045 -0.9279 0.5521
H4 4.4876 0.0009 -1.0581
H5 -1.0923 1.5458 -0.3180
H6 -4.1775 -1.2346 0.1606
H7 -4.4317 -0.0660 1.2416
H8 -4.5638 0.3468 -0.5134
O1 1.7054 1.1933 -0.1583
O2 2.1151 -1.0490 -0.1604
O3 -1.7095 -0.9543 -0.3973
O4 -2.1787 1.3362 -0.2185

---

# 3
This record from OMol25 describes C4H8O4 in the gas phase at a distorted geometry. The level of theory is ωB97M-V/def2-TZVPD.

- Lowest unoccupied orbital energy: 0.9 eV
- HOMO level: -9.3 eV
- F_max: 5.903 eV/Å
- Structure (SMILES): O[C@@H]1OCCO[C@H]1O

Cartesian coordinates (Å):
C1 -0.5392 0.7003 0.3401
C2 1.7592 0.6940 -0.2606
C3 1.7751 -0.7467 0.2936
C4 -0.6312 -0.6171 -0.4612
H1 -1.9533 1.5924 -0.6561
H2 -0.2302 0.4506 1.3689
H3 2.5968 1.2018 0.1501
H4 1.7618 0.4379 -1.2923
H5 1.9221 -0.7539 1.4413
H6 2.4996 -1.3052 -0.1595
H7 -0.4783 -0.3057 -1.4966
H8 -1.3087 -1.7533 0.8183
O1 -1.7248 1.2828 0.2008
O2 0.5759 1.5409 -0.0783
O3 0.4117 -1.4531 -0.0007
O4 -1.6369 -1.3391 -0.0775

---

# 4
This record from OMol25 describes a 2-piece molecular cluster, C4H8O4 overall at a distorted geometry. The level of theory is ωB97M-V/def2-TZVPD.

- Lowest unoccupied orbital energy: 0.5 eV
- HOMO level: -10.6 eV
- F_max: 3.457 eV/Å
- Structure (SMILES): CC(=O)O.CC(=O)O

Cartesian coordinates (Å):
O1 3.6548 -1.9888 -1.4631
O2 1.8347 -2.5695 -2.8253
C1 2.7295 -1.6698 -2.2183
C2 2.3770 -0.1790 -2.5723
H1 1.9711 -3.4596 -2.3996
H2 1.4761 -0.0315 -3.1912
H3 3.2305 0.3101 -3.0712
H4 2.2157 0.3061 -1.5949
O3 -1.0314 1.2188 1.4064
O4 -2.0651 -0.2507 2.8128
C3 -1.8826 1.0076 2.2550
C4 -3.0802 1.8534 2.5387
H5 -1.3359 -0.8432 2.4821
H6 -3.1627 2.6024 1.7332
H7 -2.8922 2.3790 3.4900
H8 -4.0395 1.3148 2.6179

---

# 5
This record from OMol25 describes C4H8O4 in the gas phase at a distorted geometry. The level of theory is ωB97M-V/def2-TZVPD.

- Lowest unoccupied orbital energy: 0.6 eV
- HOMO level: -9.8 eV
- F_max: 6.074 eV/Å
- Structure (SMILES): O[C@H]1[C@H](O)[C@@H](O)[C@H]1O

Cartesian coordinates (Å):
C1 0.9774 -0.0138 -0.5368
C2 0.2211 0.8605 0.4230
C3 -1.2709 0.4067 -0.0140
C4 -0.3826 -0.8063 -0.7634
H1 1.8474 -1.5495 -0.0640
H2 1.5702 0.5468 -1.5030
H3 0.5720 1.9497 0.4160
H4 1.1603 -0.0915 1.5003
H5 -2.1085 0.3816 0.8290
H6 -1.7508 2.1147 -0.2404
H7 -0.6063 -0.9913 -1.8639
H8 -0.3618 -1.8698 0.9377
O1 2.0821 -0.5606 0.2893
O2 0.2807 0.2150 1.6497
O3 -1.9686 1.3747 -1.0057
O4 -0.2616 -1.9666 -0.0537

---

# 6
This record from OMol25 describes C4H8O7P2PdS2 as an isolated structure at a distorted geometry. The level of theory is ωB97M-V/def2-TZVPD.

- Lowest unoccupied orbital energy (spin up / spin down): 5.4 / 5.2 eV
- Multiplicity: 3
- Net charge: -2
- <S²>: 2.017
- HOMO level (spin up / spin down): 0.4 / -0.7 eV
- F_max: 4.848 eV/Å

Cartesian coordinates (Å):
Pd1 0.4171 -1.3716 -1.1418
O1 -3.5047 -0.4761 1.7062
P1 -2.5359 -0.4427 0.3669
O2 -3.0354 0.1658 -0.8797
O3 -1.0719 -0.1231 0.6699
O4 -2.6038 -2.1053 0.0302
P2 -1.8936 -2.8843 -1.1875
O5 -1.6314 -1.6004 -2.1717
O6 -2.6725 -4.0702 -1.7012
O7 -0.4065 -3.1478 -0.6517
H1 -3.9296 -1.3696 1.6305
H2 -2.2650 -0.7887 -1.9278
C1 2.6390 2.5388 -0.5837
C2 1.9351 1.1907 -0.5626
S1 1.5680 0.4394 -2.0531
C3 1.8088 0.5797 0.7036
C4 1.6826 1.3613 1.9993
S2 1.8865 -1.1696 0.7548
H3 2.7750 2.8843 -1.6106
H4 3.7080 2.3888 -0.2229
H5 2.1434 3.3453 0.0424
H6 2.7219 1.6032 2.3209
H7 1.1563 0.7209 2.6819
H8 1.1082 2.3311 1.7879

---

# 7
This record from OMol25 describes C4H8OS as an isolated structure at a distorted geometry. The level of theory is ωB97M-V/def2-TZVPD.

- Lowest unoccupied orbital energy: 1.0 eV
- HOMO level: -8.7 eV
- F_max: 2.158 eV/Å

Cartesian coordinates (Å):
C1 2.0935 -0.2082 0.1049
C2 -0.2606 0.2888 0.1649
C3 -1.4205 1.2481 -0.1268
C4 -1.0328 -1.0662 -0.2867
H1 2.9909 0.3430 -0.1104
H2 2.0134 -0.4034 1.1388
H3 2.2297 -1.2556 -0.3128
H4 -0.1806 0.2610 1.3357
H5 -1.4312 1.6559 -1.1987
H6 -1.6032 2.0627 0.6185
H7 -1.0124 -1.3666 -1.3453
H8 -0.7931 -1.9422 0.3772
O1 1.0032 0.5378 -0.4001
S1 -2.5961 -0.1552 0.0409

---

# 8
This record from OMol25 describes C4H8OS as an isolated structure at a distorted geometry. The level of theory is ωB97M-V/def2-TZVPD.

- Lowest unoccupied orbital energy: 0.5 eV
- HOMO level: -9.3 eV
- F_max: 4.015 eV/Å

Cartesian coordinates (Å):
C1 1.2619 -1.5519 0.2605
C2 0.3434 -0.9816 -0.5163
C3 -0.3720 1.3189 -0.6768
C4 -0.6135 0.0435 0.0481
O1 -0.2423 0.1593 1.8492
S1 -2.2234 -0.5164 -0.0038
H1 2.0248 -2.1723 -0.0114
H2 1.1351 -1.1819 1.2752
H3 0.1019 -1.3741 -1.4899
H4 -1.1006 2.1106 -0.3104
H5 0.6496 1.6103 -0.4103
H6 -0.4894 1.0926 -1.7306
H7 -1.0197 -0.2466 2.2776
H8 -2.1131 -0.7985 -1.2342

---

# 9
This record from OMol25 describes a 2-piece molecular cluster, C4H8OS overall at a distorted geometry. The level of theory is ωB97M-V/def2-TZVPD.

- Lowest unoccupied orbital energy (spin up / spin down): 1.0 / -1.7 eV
- Multiplicity: 3
- <S²>: 2.006
- HOMO level (spin up / spin down): -4.5 / -10.2 eV
- F_max: 4.549 eV/Å

Cartesian coordinates (Å):
C1 2.5292 -0.7156 -0.8721
C2 2.5138 -0.2333 0.2150
C3 -1.3058 -0.9405 0.0655
C4 -1.7456 0.4766 0.3213
O1 0.4745 2.0280 -0.2651
S1 -0.3870 1.5058 1.0237
H1 2.4202 -0.8241 -1.9125
H2 1.0303 1.3741 -0.7096
H3 2.8657 -0.1945 1.2551
H4 -0.2990 -1.0428 -0.3612
H5 -1.3138 -1.4325 1.1398
H6 -2.0271 -1.4511 -0.5789
H7 -2.4754 0.4213 1.2098
H8 -2.2799 1.0287 -0.5308

---

# 10
This record from OMol25 describes a 2-piece molecular cluster, C4H8OS2 overall at a distorted geometry. The level of theory is ωB97M-V/def2-TZVPD.

- Lowest unoccupied orbital energy (spin up / spin down): 3.2 / 1.1 eV
- Multiplicity: 2
- Net charge: -1
- <S²>: 0.756
- HOMO level (spin up / spin down): -3.2 / -2.8 eV
- F_max: 2.745 eV/Å

Cartesian coordinates (Å):
C1 -0.7763 1.2537 -0.1404
C2 -1.7351 0.9126 1.0557
O1 -1.3647 0.2229 2.0164
C3 -0.6135 -0.1411 -0.8458
S1 -2.3474 -0.5460 -0.9047
S2 2.5025 -0.0588 -0.5770
C4 3.4422 -0.8645 0.8787
H1 0.1772 1.6735 0.1673
H2 -1.3844 1.8828 -0.8701
H3 -2.7938 1.3350 1.1854
H4 -0.1426 0.0590 -1.8986
H5 -0.0408 -1.0454 -0.2781
H6 2.9111 -0.3547 1.6896
H7 3.3266 -1.9375 1.0293
H8 4.4796 -0.6838 0.8630

---

- Which value of F_max does entry 4 give?
  3.457 eV/Å

---

- The highest F_max belongs to which entry?
  number 2

---

- F_max of number 7 (C4H8OS)?
  2.158 eV/Å